{
  "formula": "C2H6N2O",
  "method": "wB97M-V/def2-TZVPD",
  "charge": 0,
  "smiles": "CNC(N)=O",
  "mol_weight_g_mol": 74.08,
  "symbols": ["C", "N", "C", "N", "O", "H", "H", "H", "H", "H", "H"],
  "coordinates": [[-1.728844, 0.118667, -0.047880], [-0.369536, -0.454128, -0.074400], [0.767671, 0.227737, -0.113771], [2.003339, -0.478769, -0.107508], [0.761675, 1.477337, -0.019648], [-1.729991, 1.016754, -0.723247], [-2.447888, -0.655672, -0.269305], [-1.867599, 0.557168, 0.972903], [-0.129917, -1.472371, -0.093854], [2.600544, 0.250990, -0.412748], [2.140548, -0.587713, 0.889462]],
  "atomic_forces_ev_per_a": [[1.67, 1.50, 0.86], [0.54, -3.05, -0.49], [-0.59, 4.09, 0.94], [-1.53, -0.73, 0.12], [0.07, -1.63, -0.74], [-0.25, -1.15, 0.31], [-0.16, 0.08, -0.16], [-0.29, -0.52, -0.73], [-1.30, 1.22, -0.11], [1.21, 0.54, -0.15], [0.65, -0.37, 0.15]]
}

{
  "formula": "C6H12N2O2",
  "method": "wB97M-V/def2-TZVPD",
  "charge": 0,
  "smiles": "[H]/N=C(/C)C(N)=O.C/C=C\\O",
  "mol_weight_g_mol": 144.17,
  "symbols": ["H", "N", "C", "C", "C", "N", "O", "H", "H", "H", "H", "H", "C", "C", "C", "O", "H", "H", "H", "H", "H", "H"],
  "coordinates": [[1.873472, 1.239044, -1.183719], [1.728338, 0.274969, -1.481564], [0.994950, -0.403493, -0.702994], [0.715365, -1.844296, -0.991904], [1.286467, -0.196091, 1.017136], [1.357074, 1.101964, 1.388291], [1.758671, -1.116464, 1.645530], [0.488914, -1.986579, -2.045279], [1.599638, -2.427202, -0.737281], [-0.113187, -2.193078, -0.387311], [1.779686, 1.323862, 2.278239], [0.864902, 1.790843, 0.838545], [-1.762863, -0.027212, 1.264683], [-1.835262, -0.097381, -0.199803], [-0.995381, 0.622836, -0.992710], [-0.557595, 1.898614, -0.604172], [-2.625015, -0.481399, 1.749656], [-0.791543, -0.523410, 1.541163], [-1.615126, 0.984978, 1.630364], [-2.319736, -0.956461, -0.643956], [-1.074312, 0.499739, -2.068013], [-0.757456, 2.516216, -1.314899]],
  "atomic_forces_ev_per_a": [[0.41, -0.29, 0.43], [-1.06, 0.48, -0.74], [2.66, -0.96, 2.86], [-0.20, 0.02, -0.08], [0.79, 0.43, -2.26], [-0.24, -0.17, 0.03], [-0.71, 0.06, -0.29], [0.00, 0.03, -0.08], [-0.02, 0.01, 0.03], [-0.09, -0.19, 0.09], [-0.17, 0.02, -0.13], [0.05, 0.03, 0.17], [0.67, -0.03, 0.65], [1.62, 0.32, -0.93], [-3.41, 1.03, -0.16], [0.31, -0.44, 0.18], [0.23, -0.10, 0.12], [-1.20, -0.11, 0.20], [-0.24, 0.24, -0.02], [0.09, -0.06, -0.12], [0.42, -0.18, 0.05], [0.10, -0.13, 0.00]]
}

{
  "formula": "C18H19N5O6S",
  "method": "wB97M-V/def2-TZVPD",
  "charge": 0,
  "smiles": "COc1ccc(C(=O)NCc2nnc(SCC(=O)Nc3cc(C)on3)o2)cc1OC",
  "mol_weight_g_mol": 433.45,
  "symbols": ["C", "O", "C", "C", "C", "C", "C", "O", "N", "C", "C", "N", "N", "C", "S", "C", "C", "O", "N", "C", "C", "C", "C", "O", "N", "O", "C", "C", "O", "C", "H", "H", "H", "H", "H", "H", "H", "H", "H", "H", "H", "H", "H", "H", "H", "H", "H", "H", "H"],
  "coordinates": [[-4.372361, -3.165506, -1.282305], [-4.440983, -1.910548, -0.650794], [-3.303651, -1.379689, -0.136936], [-2.048910, -1.965026, -0.194656], [-0.942832, -1.344850, 0.367958], [-1.081728, -0.116181, 0.993823], [0.045107, 0.638291, 1.594482], [0.037631, 1.852181, 1.708156], [1.080643, -0.113093, 2.051751], [2.209481, 0.494858, 2.705985], [3.509426, 0.061845, 2.138653], [4.638197, -0.035420, 2.759668], [5.558803, -0.454125, 1.870980], [4.944324, -0.598107, 0.742258], [5.657682, -1.052845, -0.769105], [4.239696, -1.892755, -1.570358], [2.945044, -1.089331, -1.545575], [1.903276, -1.597936, -1.203798], [3.096119, 0.192679, -1.955353], [2.140739, 1.186069, -1.831407], [0.753697, 1.071813, -1.580194], [0.340920, 2.373575, -1.507874], [-0.971346, 2.977041, -1.189137], [1.387927, 3.183131, -1.721072], [2.504901, 2.445229, -1.919005], [3.628156, -0.283389, 0.832442], [-2.340347, 0.490787, 1.041620], [-3.449271, -0.119296, 0.492328], [-4.707279, 0.394772, 0.493259], [-4.910606, 1.651961, 1.091301], [-3.717541, -3.140466, -2.159448], [-5.389541, -3.389163, -1.599442], [-4.028377, -3.944545, -0.594166], [-1.912742, -2.913522, -0.688498], [0.022462, -1.811646, 0.250360], [1.054619, -1.114705, 1.955456], [2.085550, 1.579016, 2.570918], [2.227918, 0.281744, 3.781660], [4.075662, -2.854095, -1.082704], [4.561887, -2.060974, -2.598465], [4.025137, 0.537880, -2.164896], [0.182009, 0.177863, -1.468816], [-1.774797, 2.333300, -1.535704], [-1.051073, 3.962330, -1.640318], [-1.043492, 3.077367, -0.105378], [-2.410440, 1.450110, 1.528039], [-5.971991, 1.863417, 0.973157], [-4.660656, 1.636283, 2.156948], [-4.327049, 2.433681, 0.594196]],
  "atomic_forces_ev_per_a": [[0.03, -0.25, -0.12], [0.15, 0.40, 0.24], [-0.12, 0.09, 0.00], [-0.28, -0.12, -0.09], [0.06, 0.29, 0.25], [-0.32, -0.25, -0.24], [0.14, -0.06, 0.10], [-0.14, 0.18, 0.07], [0.25, -0.28, 0.02], [-0.23, 0.37, -0.01], [0.54, -0.13, 0.28], [-1.29, 0.53, 0.90], [0.85, -0.59, -1.30], [0.07, 0.01, 0.45], [0.00, -0.07, -0.48], [0.27, -0.05, 0.49], [0.37, -0.18, -0.23], [-0.26, -0.08, 0.01], [0.21, 0.37, -0.38], [-0.65, 0.76, 0.16], [-0.05, 0.53, -0.07], [0.16, -0.83, -0.08], [0.19, 0.15, 0.09], [-0.78, 0.27, 0.14], [1.13, -0.78, -0.16], [0.06, 0.12, 0.22], [-0.07, 0.01, 0.00], [-0.08, -0.09, -0.08], [0.20, -0.38, -0.14], [-0.03, 0.22, 0.11], [-0.02, 0.00, 0.05], [0.09, -0.03, 0.00], [0.00, 0.04, -0.03], [-0.04, -0.09, -0.07], [0.12, -0.03, -0.01], [-0.12, 0.07, 0.02], [0.07, -0.24, 0.10], [0.05, 0.08, -0.18], [-0.13, 0.13, -0.12], [0.01, 0.00, 0.01], [-0.05, -0.16, 0.12], [-0.17, -0.13, 0.03], [-0.05, -0.01, -0.04], [-0.08, 0.05, -0.08], [-0.06, 0.02, 0.03], [-0.06, 0.11, 0.02], [0.08, 0.03, 0.03], [0.01, 0.00, -0.04], [0.00, -0.03, 0.03]]
}

{
  "formula": "CH4N2O2",
  "method": "wB97M-V/def2-TZVPD",
  "charge": 0,
  "smiles": "O/N=C\\NO",
  "mol_weight_g_mol": 76.05,
  "symbols": ["O", "N", "C", "N", "O", "H", "H", "H", "H"],
  "coordinates": [[1.447755, -0.834276, 0.031699], [1.259116, 0.539601, 0.027957], [0.066370, 1.103249, -0.100673], [-1.280546, 0.473407, 0.040161], [-1.070034, -0.990141, 0.002754], [0.436062, -1.107801, 0.007565], [-0.041188, 2.302216, -0.383186], [-1.705771, 0.814419, 0.932201], [-1.959089, -1.124050, -0.704995]],
  "atomic_forces_ev_per_a": [[-3.40, 0.59, 0.58], [-1.91, 2.40, -1.54], [0.87, 0.37, 0.34], [2.22, 0.94, -0.24], [-5.97, 1.07, -2.67], [2.75, -0.57, -0.09], [0.63, -3.44, 1.19], [0.56, -1.07, -0.58], [4.25, -0.29, 2.99]]
}

{
  "formula": "C5H6S2",
  "method": "wB97M-V/def2-TZVPD",
  "charge": 0,
  "smiles": "C=C/C=C\\C(=S)S",
  "mol_weight_g_mol": 130.24,
  "symbols": ["C", "C", "C", "C", "C", "S", "S", "H", "H", "H", "H", "H", "H"],
  "coordinates": [[1.124014, 0.274773, 1.445171], [1.611386, 0.300565, 0.196124], [0.808776, -0.167762, -0.951419], [-0.523008, -0.228325, -1.105632], [-1.493444, 0.410180, -0.264544], [-1.690792, 2.043712, -0.062311], [-2.675782, -0.648635, 0.456049], [1.709173, 0.539668, 2.330869], [0.079532, -0.078496, 1.603278], [2.644896, 0.604793, -0.113878], [1.403820, -0.478363, -1.791036], [-0.990792, -0.776428, -1.919983], [-2.007774, -1.795683, 0.177318]],
  "atomic_forces_ev_per_a": [[-0.05, -0.27, -0.22], [-0.04, 0.20, -0.22], [-0.18, 0.22, -0.15], [1.15, -0.02, -0.31], [-1.37, 1.61, 0.96], [0.28, -1.17, -0.22], [0.18, -0.39, 0.05], [-0.23, 0.02, -0.42], [1.03, 0.30, 0.04], [-0.98, -0.23, 0.84], [0.14, -0.55, -0.22], [0.36, 0.12, -0.22], [-0.29, 0.18, 0.08]]
}

{
  "formula": "C12H12",
  "method": "wB97M-V/def2-TZVPD",
  "charge": 0,
  "smiles": "c1ccccc1.c1ccccc1",
  "mol_weight_g_mol": 156.23,
  "symbols": ["C", "C", "C", "C", "C", "C", "H", "H", "H", "H", "H", "H", "C", "C", "C", "C", "C", "C", "H", "H", "H", "H", "H", "H"],
  "coordinates": [[3.378211, 1.169617, 0.290295], [3.980287, 0.122076, -0.318593], [3.215082, -1.076603, -0.488994], [1.910075, -1.239538, -0.178933], [1.319230, -0.127431, 0.576771], [2.028208, 1.011182, 0.845755], [3.875275, 2.272529, 0.237415], [5.112940, 0.024036, -0.322807], [3.708418, -1.811498, -1.120766], [1.299051, -2.246351, -0.473115], [0.178023, 0.042161, 0.856811], [1.643628, 1.981988, 1.213601], [-3.541194, 1.113631, -0.313189], [-3.943072, -0.148091, 0.147671], [-3.105602, -1.093479, 0.557253], [-1.732875, -1.000944, 0.042784], [-1.298209, 0.100845, -0.426930], [-2.182625, 1.172851, -0.671477], [-4.209723, 1.937011, -0.466385], [-4.925509, -0.540403, 0.451152], [-3.685271, -1.898812, 1.222082], [-1.145415, -1.958288, 0.086757], [-0.266003, 0.048215, -1.003336], [-1.750524, 2.124721, -1.055882]],
  "atomic_forces_ev_per_a": [[-0.82, 3.02, 0.68], [1.08, -1.78, 1.25], [1.63, -0.02, -1.56], [-2.75, -0.23, 1.10], [-2.07, -0.11, 0.63], [2.60, 1.58, -2.01], [-1.08, -2.89, 0.69], [-1.58, 0.50, -0.98], [-0.02, -0.35, 0.42], [1.57, 2.79, 0.83], [3.22, -1.39, -0.14], [-0.37, -1.15, 0.17], [1.99, -0.99, -1.12], [-2.72, 0.75, 1.53], [1.77, -2.60, 0.23], [-3.21, -7.10, 4.16], [2.75, 3.88, -5.61], [-0.55, 1.98, 0.66], [-0.21, 0.16, -0.15], [-0.40, 1.73, -0.55], [2.36, 1.11, -1.84], [-0.25, 1.26, 0.12], [-2.45, 0.68, 1.29], [-0.49, -0.82, 0.20]]
}

Ordered electronic energy results: -7199.1063; -13489.4684; -49543.5045; -8171.5324; -26950.7008; -12634.6389; unit eV.
Ordered ΔE to the lowest compared entry with this formula, charge and spin results: 65.7; 285.4; 1.8; 497.2; 118.1; 413.9; unit kJ/mol.
Ordered E_HOMO results: -9.538; -8.542; -8.454; -9.013; -8.674; -9.128; unit eV.